# 1
{"formula": "C25H39N3O3", "method": "ωB97M-V with the def2-TZVPD basis set", "homo_ha": -0.295, "total_energy_ev": -37171.3224, "relative_energy_kcal_mol": 18.0, "smiles": "CCOc1cccc(CN2CCC(N3CCC(C(=O)NC[C@H]4CCCO4)CC3)CC2)c1", "elements": ["C", "C", "O", "C", "C", "C", "C", "C", "C", "N", "C", "C", "C", "N", "C", "C", "C", "C", "O", "N", "C", "C", "C", "C", "C", "O", "C", "C", "C", "C", "C", "H", "H", "H", "H", "H", "H", "H", "H", "H", "H", "H", "H", "H", "H", "H", "H", "H", "H", "H", "H", "H", "H", "H", "H", "H", "H", "H", "H", "H", "H", "H", "H", "H", "H", "H", "H", "H", "H", "H"], "coordinates": [[3.7174, 8.1336, 1.6207], [4.0830, 6.9928, 0.6840], [3.9855, 5.7882, 1.4155], [4.2757, 4.6126, 0.7929], [4.6638, 4.4858, -0.5357], [4.9399, 3.2278, -1.0469], [4.8270, 2.0997, -0.2592], [4.4319, 2.2122, 1.0711], [4.2298, 0.9802, 1.9213], [2.8844, 0.4256, 1.8701], [2.5007, -0.0490, 0.5552], [1.2146, -0.8645, 0.6526], [0.0953, 0.0110, 1.2339], [-1.2194, -0.6026, 1.3228], [-1.2679, -1.8974, 1.9808], [-2.7143, -2.2502, 2.3241], [-3.6036, -2.2493, 1.0794], [-3.3049, -3.4303, 0.1589], [-2.3681, -4.1906, 0.2861], [-4.2395, -3.5919, -0.8111], [-4.0371, -4.4752, -1.9320], [-3.6814, -3.6637, -3.1904], [-3.5921, -4.5384, -4.4464], [-4.9902, -4.3972, -5.0456], [-5.3314, -2.9559, -4.6755], [-4.7111, -2.7056, -3.4271], [-3.4092, -0.9228, 0.3337], [-1.9272, -0.6764, 0.0614], [0.5650, 0.5282, 2.5951], [1.8700, 1.3009, 2.4241], [4.1637, 3.4691, 1.5843], [3.7789, 9.0808, 1.0923], [4.3986, 8.1506, 2.4669], [2.7062, 7.9966, 1.9937], [5.1075, 7.1252, 0.3080], [3.3950, 6.9715, -0.1734], [4.7598, 5.3488, -1.1757], [5.2481, 3.1356, -2.0784], [5.0527, 1.1279, -0.6726], [4.4429, 1.2131, 2.9684], [4.9156, 0.1917, 1.5974], [3.3069, -0.6809, 0.1727], [2.3505, 0.7846, -0.1556], [1.3871, -1.7196, 1.3061], [0.9388, -1.2308, -0.3381], [-0.0262, 0.8845, 0.5784], [-0.6887, -1.8487, 2.9032], [-0.8549, -2.6953, 1.3469], [-2.7370, -3.2358, 2.7907], [-3.1014, -1.5150, 3.0318], [-4.6533, -2.3396, 1.3845], [-4.9242, -2.8672, -0.9639], [-3.2189, -5.1495, -1.6720], [-4.9516, -5.0494, -2.1081], [-2.7488, -3.1181, -2.9968], [-3.3328, -5.5662, -4.2044], [-2.8457, -4.1376, -5.1325], [-5.0132, -4.5639, -6.1196], [-5.6839, -5.0873, -4.5647], [-6.4032, -2.7756, -4.5654], [-4.9312, -2.2586, -5.4254], [-3.9596, -0.9143, -0.6097], [-3.7836, -0.1111, 0.9601], [-1.8104, 0.2735, -0.4673], [-1.5398, -1.4821, -0.5885], [0.7440, -0.3061, 3.2725], [-0.1998, 1.1726, 3.0291], [2.2184, 1.6519, 3.3989], [1.6924, 2.1836, 1.7836], [3.8683, 3.5949, 2.6147]], "atomic_forces_ev_per_a": [[0.09, -0.41, -0.18], [0.01, 0.38, -0.14], [-0.02, -0.17, 0.13], [0.00, -0.17, 0.02], [-0.05, 0.35, 0.06], [0.01, -0.13, -0.01], [0.05, -0.01, -0.05], [0.03, 0.10, 0.01], [-0.01, -0.04, 0.03], [0.07, 0.00, 0.02], [-0.10, -0.27, -0.04], [-0.11, 0.30, -0.13], [0.23, -0.06, 0.22], [-0.10, 0.10, -0.04], [-0.06, -0.08, 0.21], [0.12, -0.22, -0.18], [0.14, 0.08, 0.22], [-0.56, 0.20, 0.22], [0.42, -0.20, 0.08], [-0.29, 0.03, -0.34], [0.19, 0.21, -0.33], [0.29, -0.47, 0.34], [-0.09, 0.22, 0.09], [-0.02, 0.19, 0.13], [-0.18, 0.01, -0.40], [-0.01, 0.04, 0.25], [0.11, -0.05, -0.16], [-0.23, 0.15, -0.03], [0.03, 0.23, -0.30], [-0.17, -0.16, 0.21], [0.05, 0.13, -0.08], [0.00, 0.11, -0.03], [0.06, 0.05, 0.08], [-0.10, 0.04, 0.04], [-0.13, -0.07, -0.01], [0.13, -0.05, 0.06], [0.00, 0.09, -0.01], [0.03, 0.00, -0.08], [0.02, -0.12, -0.04], [0.07, -0.02, -0.05], [0.03, 0.07, 0.05], [0.01, 0.07, -0.06], [0.05, -0.07, 0.01], [0.01, -0.09, -0.01], [-0.01, -0.07, -0.04], [0.03, -0.04, 0.03], [0.03, -0.05, -0.01], [0.04, 0.07, 0.11], [-0.02, 0.01, 0.05], [-0.01, 0.00, 0.03], [0.08, -0.01, -0.06], [0.08, 0.02, 0.14], [-0.11, 0.01, -0.06], [0.08, -0.06, -0.06], [-0.09, -0.08, -0.01], [0.07, -0.06, -0.01], [0.04, -0.04, 0.00], [-0.04, -0.05, -0.04], [-0.04, -0.02, -0.03], [0.08, 0.00, -0.06], [-0.08, -0.06, 0.04], [-0.05, 0.04, 0.00], [-0.02, 0.03, -0.04], [0.03, -0.06, -0.01], [0.04, 0.06, -0.05], [-0.01, -0.04, 0.08], [-0.06, 0.01, 0.01], [0.01, 0.08, -0.04], [0.02, -0.01, 0.07], [-0.05, 0.00, 0.16]]}


# 2
{"formula": "C20H21CsN5O2", "method": "ωB97M-V with the def2-TZVPD basis set", "homo_ha": -0.322, "charge": 1, "total_energy_ev": -33167.5409, "relative_energy_kcal_mol": 26.1, "elements": ["Cs", "O", "C", "O", "C", "C", "C", "N", "C", "C", "C", "C", "C", "C", "C", "N", "C", "C", "C", "C", "C", "N", "H", "H", "H", "H", "H", "H", "H", "H", "H", "H", "N", "C", "C", "N", "C", "C", "H", "H", "H", "H", "H", "H", "H", "H", "H", "H", "H"], "coordinates": [[-0.3709, -0.2524, 0.0128], [0.7914, 7.3417, 0.0134], [-0.3468, 6.8410, -0.0059], [-1.4783, 7.3554, 0.0127], [-0.3553, 5.3010, -0.0027], [-1.5393, 4.5908, -0.0020], [-1.5167, 3.2042, 0.0001], [-0.3654, 2.5020, 0.0018], [0.7914, 3.1978, 0.0011], [0.8254, 4.5825, -0.0011], [2.0958, 2.4417, 0.0026], [3.3164, 3.1257, 0.0013], [4.4978, 2.4107, 0.0026], [4.4571, 1.0245, 0.0050], [3.2139, 0.4260, 0.0061], [2.0684, 1.1054, 0.0050], [-2.8267, 2.4565, 0.0002], [-4.0417, 3.1479, -0.0025], [-5.2279, 2.4397, -0.0027], [-5.1942, 1.0545, -0.0003], [-3.9549, 0.4460, 0.0023], [-2.8053, 1.1197, 0.0027], [-2.4362, 5.1913, -0.0033], [1.7240, 5.1808, -0.0017], [3.3444, 4.2024, -0.0006], [5.4450, 2.9336, 0.0016], [5.3566, 0.4250, 0.0060], [3.1302, -0.6592, 0.0081], [-4.0613, 4.2248, -0.0045], [-6.1719, 2.9684, -0.0048], [-6.0969, 0.4598, -0.0004], [-3.8781, -0.6386, 0.0042], [1.5037, -6.3211, -0.0113], [0.7424, -5.9283, -1.2580], [0.4542, -4.4348, -1.2083], [-0.2223, -4.0120, 0.0055], [0.4763, -4.4356, 1.2062], [0.7653, -5.9292, 1.2496], [2.4201, -5.8667, -0.0195], [1.6845, -7.3256, -0.0133], [-0.1713, -6.5222, -1.2456], [1.3492, -6.2226, -2.1126], [-0.1434, -4.1725, -2.0804], [1.3930, -3.8771, -1.2967], [-1.1926, -4.3035, 0.0142], [-0.1051, -4.1740, 2.0894], [1.4166, -3.8780, 1.2778], [-0.1484, -6.5231, 1.2535], [1.3877, -6.2241, 2.0926]], "atomic_forces_ev_per_a": [[-0.07, -1.42, 0.01], [-0.06, -0.16, -0.11], [0.00, 0.50, 0.29], [0.06, -0.16, -0.11], [0.02, -0.28, -0.09], [0.03, 0.09, 0.00], [-0.06, -0.13, 0.01], [0.02, 0.80, 0.00], [0.07, -0.15, 0.01], [-0.07, 0.12, 0.00], [-0.12, 0.17, 0.00], [0.01, -0.10, 0.00], [0.00, 0.08, 0.00], [-0.01, -0.14, 0.00], [0.05, 0.17, 0.00], [0.20, 0.22, 0.00], [0.13, 0.15, 0.00], [0.00, -0.09, 0.00], [0.01, 0.09, 0.00], [0.00, -0.15, 0.00], [-0.03, 0.17, 0.00], [-0.19, 0.22, 0.00], [-0.01, 0.00, 0.00], [0.02, -0.02, 0.00], [0.04, 0.01, 0.00], [0.00, 0.00, 0.00], [0.01, 0.03, 0.00], [-0.01, 0.00, 0.00], [-0.05, 0.00, 0.00], [0.00, 0.00, 0.00], [-0.01, 0.03, 0.00], [0.00, 0.00, 0.00], [-0.02, 0.07, 0.00], [0.09, -0.17, 0.15], [-0.02, 0.05, -0.05], [0.02, -0.06, 0.00], [-0.02, 0.05, 0.05], [0.08, -0.17, -0.15], [-0.01, 0.02, 0.00], [-0.02, -0.01, 0.00], [-0.02, 0.03, -0.04], [-0.02, 0.06, -0.04], [-0.01, 0.00, 0.01], [0.02, -0.02, 0.01], [-0.01, 0.02, 0.00], [-0.01, 0.00, -0.01], [0.02, -0.02, -0.01], [-0.02, 0.03, 0.04], [-0.02, 0.06, 0.04]]}


# 3
{"formula": "C5H9NO", "method": "ωB97M-V with the def2-TZVPD basis set", "homo_ha": -0.344, "total_energy_ev": -8867.3540, "relative_energy_kcal_mol": 42.9, "smiles": "CC1(C)NCC1=O", "elements": ["C", "C", "C", "N", "C", "C", "O", "H", "H", "H", "H", "H", "H", "H", "H", "H"], "coordinates": [[1.2932, -0.8869, 0.1057], [0.2387, 0.2024, -0.1640], [0.6430, 1.6500, -0.4211], [-0.8897, -0.2577, -1.0130], [-1.6949, -0.6728, 0.1555], [-0.6677, 0.0318, 1.0422], [-0.5558, 0.3268, 2.1975], [2.1832, -0.4686, 0.5800], [1.5699, -1.4808, -0.7697], [0.8548, -1.5872, 0.8289], [0.7890, 1.8787, -1.4809], [1.5384, 1.9328, 0.1378], [-0.1762, 2.2897, -0.0718], [-0.6487, -1.0111, -1.6506], [-2.6721, -0.1927, 0.2167], [-1.8051, -1.7544, 0.3069]], "atomic_forces_ev_per_a": [[0.15, -0.03, -0.03], [0.14, 0.16, 0.15], [0.10, 0.03, 0.02], [0.02, -0.13, -0.15], [-0.38, -0.03, 0.20], [-0.07, 0.06, 0.44], [-0.31, -0.08, -0.36], [-0.05, -0.03, -0.11], [0.06, 0.32, -0.10], [0.26, -0.09, -0.18], [0.09, -0.26, 0.11], [-0.05, -0.08, -0.05], [0.16, -0.03, -0.12], [-0.04, 0.11, 0.17], [-0.14, -0.12, -0.12], [0.06, 0.20, 0.12]]}